54
Properties=species:S:1:pos:R:3:forces:R:3:lowdin_charge:R:1 method="wB97M-V/def2-TZVPD" homo_ev=-11.643 homo_lumo_gap_ev=9.22 de_lowest_kj_mol=388.51 total_charge=+1
H -1.2668 0.5816 -4.1556 0.47 -0.53 0.29 0.070
H -1.8969 1.1963 -2.9715 0.08 -0.50 0.87 0.012
H 0.2404 -3.6217 -1.9526 -1.50 0.62 -1.49 0.001
O -1.5507 -2.3008 -1.8305 1.76 0.49 1.89 -0.009
H -1.7615 -2.2338 -2.7197 -0.80 0.38 -2.74 0.028
O 4.6658 -1.1889 -0.0645 0.62 -0.66 1.52 -0.044
O 0.5757 -4.0345 -1.1887 3.32 0.30 1.07 -0.060
O -2.0059 3.4497 0.7630 0.48 -0.06 0.87 -0.054
H 0.1248 3.5049 -0.1453 -0.32 -1.84 -0.73 0.106
H 0.3848 -2.4135 1.7437 -0.27 0.19 0.66 0.027
H -3.4803 2.5878 -2.4041 -2.93 2.52 -1.49 0.029
H 3.0556 -1.4959 -0.1564 0.10 0.05 0.41 -0.011
H 1.4026 0.5757 -1.7368 -2.45 -0.55 2.60 0.192
H 5.2377 -0.4452 -0.2669 0.13 0.14 0.07 0.070
H -3.2055 1.8324 -1.1029 -2.34 -1.07 5.69 -0.018
H -0.1613 -3.8145 0.4601 -0.86 0.12 0.26 0.038
H -2.1487 4.3848 0.9484 -0.18 0.01 -0.09 0.060
H -1.3146 -2.8367 0.2567 1.23 -0.91 2.25 0.049
C -2.3903 -0.7229 0.7008 -0.81 0.30 1.84 0.033
H -3.3934 -1.1536 0.8804 0.68 0.10 1.01 0.092
H 0.9370 -0.6172 -0.5080 0.42 0.96 -0.54 0.084
H -2.2778 -0.8595 -0.3183 1.35 0.54 -1.96 0.006
H 3.0936 -0.4176 -2.1560 0.47 0.44 -1.34 0.015
O 2.1005 -1.6443 -0.2292 -1.32 -1.80 0.66 -0.134
H -1.3257 3.2052 1.4297 -0.73 0.31 -0.56 0.024
O 1.0580 3.4870 2.7758 0.98 0.79 0.11 -0.079
C -2.1622 -0.0323 2.9691 -0.59 1.15 2.68 -0.076
H 1.2666 2.7372 0.6728 0.35 -1.36 -0.76 0.067
C -1.6315 -0.0992 1.6391 -2.03 0.13 -4.45 -0.378
N 0.5608 0.2214 -1.0426 1.84 -0.46 -2.14 0.163
H 1.4570 -3.5316 -1.1697 -1.42 -1.10 0.47 0.081
H 1.6840 -2.0680 0.6431 1.64 1.54 -1.41 0.049
O 1.2204 -2.0157 2.1312 -0.59 -0.52 -0.47 -0.055
H 4.9115 -1.4936 0.8547 -0.20 0.58 -1.52 0.111
C -0.1564 1.2313 -0.1988 0.13 0.09 0.45 -0.304
O -1.2832 0.4619 -3.1900 -0.27 0.59 -1.27 -0.071
H -1.2543 -0.0289 3.6048 -0.83 0.02 0.54 0.095
H 1.1597 3.5903 3.7421 -0.02 -0.02 -0.68 0.063
H 1.7237 -2.7993 2.3540 0.24 -0.28 0.64 0.073
C 0.6558 2.4928 -0.2271 0.62 3.28 1.42 -0.069
H 1.8010 4.0125 2.3783 -1.03 -0.66 0.72 0.073
O -2.9577 2.0556 -1.9090 4.93 -1.06 -4.15 0.071
H -1.0194 1.4930 -0.7962 -0.67 -0.41 0.51 0.102
H -2.2219 -2.8143 -1.4269 -1.20 -0.93 0.33 0.046
O 3.1905 0.0935 -3.0058 1.81 -1.35 0.53 -0.104
H 1.2125 2.5715 -1.1472 0.48 0.03 -0.16 0.076
H -0.4499 1.6974 1.8339 0.08 -0.51 0.43 0.078
O -0.8319 -3.3298 1.0145 -0.26 0.67 -2.31 -0.091
H -2.8229 -0.8898 3.2030 0.52 0.51 -0.02 0.098
H 0.4164 0.1201 1.7185 -0.18 1.19 -0.64 0.130
H -2.7795 0.9397 3.1612 1.26 -1.51 -0.31 0.132
C -0.4236 0.7476 1.2931 0.65 -0.79 -0.64 -0.078
H -0.0558 -0.1609 -1.7663 -0.54 0.12 0.14 0.089
H 4.0927 -0.2073 -3.3853 -2.29 0.72 0.96 0.102

***

19
Properties=species:S:1:pos:R:3:forces:R:3:lowdin_charge:R:1 method="wB97M-V/def2-TZVPD" homo_ev=-2.701 homo_lumo_gap_ev=6.82 de_lowest_kj_mol=377.30 total_charge=-1
C -0.7916 1.0614 -0.0650 1.89 -0.29 -1.84 -0.428
H -1.1432 -0.9321 0.6776 -0.22 0.85 0.04 0.077
H -1.9952 0.3884 1.5486 0.00 -0.17 -0.02 0.074
O 0.8031 -1.7035 1.2904 0.30 -0.73 -0.50 -0.463
C 0.5332 1.1549 0.7599 -1.17 0.44 0.93 -0.085
H 0.8759 0.1352 1.0344 -0.05 0.06 -0.18 0.032
H -2.6011 -0.1275 -0.0325 0.05 0.13 0.02 0.064
C -1.6874 0.0468 0.5531 -0.56 -1.10 0.51 -0.112
C 1.6066 -2.0709 0.2207 -1.01 2.08 0.94 -0.426
N -0.1953 1.4963 -2.4612 -1.53 -2.65 0.92 0.018
H 2.3013 -2.8832 0.4472 0.13 -0.50 -0.33 0.028
H 0.2804 -0.3483 -1.3656 0.27 0.05 -0.45 0.096
H -1.2156 2.0523 -0.2741 -0.17 -0.13 0.42 0.115
H 0.1631 1.6106 1.6919 0.43 -0.04 0.13 0.071
H -1.2525 1.0913 -2.1613 -0.08 1.91 -1.37 0.097
H 2.2275 -1.1770 -0.0751 0.39 -0.35 -0.14 0.036
H 1.0091 -2.2249 -0.7085 0.23 -0.78 -0.07 0.029
H 1.3184 1.8077 0.3807 -0.16 -0.01 -0.41 0.067
C -0.2367 0.6224 -1.4612 1.26 1.24 1.39 -0.288

***

39
Properties=species:S:1:pos:R:3:forces:R:3:lowdin_charge:R:1 method="wB97M-V/def2-TZVPD" homo_ev=-8.595 smiles="CCN(CC)CC=O.O.O.O.O.O.O" homo_lumo_gap_ev=8.80 de_lowest_kj_mol=285.12
O 3.7006 -1.1673 0.7879 -0.07 -0.11 -0.21 -0.064
H 1.5476 0.2710 -1.0781 0.00 0.08 -0.19 0.103
H -2.1926 -1.8662 0.8811 -0.05 0.32 -0.28 0.040
H 3.7856 -1.8032 0.0657 0.04 0.04 0.20 0.047
H 0.0049 1.9215 1.0043 0.05 -0.11 0.19 0.081
H -4.2006 0.7550 1.0514 -0.11 0.29 0.40 0.030
O 1.7792 2.7095 -1.6642 1.04 -0.15 -0.04 -0.046
H -3.2312 -2.1056 2.8211 -0.10 0.12 0.07 0.055
O -0.8231 2.6735 -2.3140 -0.20 -0.57 0.00 -0.073
C -0.2941 -2.3550 -0.1181 0.82 0.32 -0.28 -0.226
C -0.4933 1.0024 0.6936 -0.34 -0.45 0.56 -0.047
H 2.4143 2.6615 -2.3915 -0.32 0.09 -0.16 0.077
O -4.4366 1.3001 1.8208 0.10 -0.21 -0.30 -0.076
H -0.8941 3.5979 -2.5377 0.00 0.34 -0.05 0.032
C 0.0723 -0.3558 -2.4418 0.96 -0.87 0.25 -0.244
H 3.5496 1.5402 1.6683 0.10 -0.12 0.49 0.043
H -0.0934 -2.7822 -1.1047 0.16 -0.41 0.26 0.115
H 1.3150 0.1754 1.3388 -0.07 -0.03 -0.09 0.079
H -0.5538 1.0789 -0.3868 -0.53 0.07 0.08 0.034
H 0.1441 -0.8927 1.8911 -1.05 0.41 0.32 0.116
H 2.3460 2.4961 -0.9069 -0.26 0.02 0.43 0.027
C 1.0567 -0.6800 -1.3201 0.52 0.59 1.00 -0.168
H 4.1440 1.0556 0.3496 0.21 -0.57 0.08 0.031
H -2.4440 -0.8658 3.2581 -0.26 -0.07 -0.17 0.060
O 0.3692 -0.7287 -3.5501 -0.63 0.37 -0.16 0.061
H -1.7844 -1.0621 -0.7163 -0.57 0.29 0.49 0.063
H -1.4665 0.9728 1.1880 -0.18 0.15 -0.49 0.065
N 0.6564 -1.2227 -0.0232 -0.99 0.19 0.00 -0.205
C 0.3328 -0.2344 1.0461 2.41 -0.33 -0.57 -0.225
C -1.7638 -1.9709 -0.1112 0.28 -0.13 -0.89 -0.068
H 1.8560 -1.3027 -1.7301 -0.27 -0.14 -0.31 0.122
H 0.1090 2.5336 -2.0765 -0.14 0.33 -0.02 -0.027
H -0.0181 -3.0677 0.6654 -0.21 -0.13 -0.14 0.112
H -0.8211 0.2361 -2.1991 -0.15 0.02 -0.32 0.099
H -4.3581 0.6822 2.5581 -0.02 -0.01 -0.16 0.000
O -3.2213 -1.1434 2.7487 0.32 -0.09 0.39 -0.062
H 2.7407 -1.0193 0.8330 0.10 -0.20 -0.13 0.000
O 3.4923 1.6440 0.7247 -0.47 0.85 -0.71 -0.044
H -2.3262 -2.6816 -0.7253 -0.10 -0.18 0.45 0.082

***

12
Properties=species:S:1:pos:R:3:forces:R:3:mulliken_spin:R:1 method="wB97M-V/def2-TZVPD" homo_ev="-15.900 / -18.471" s2=6.013 homo_lumo_gap_ev="7.30 / 7.53" multiplicity=5 de_lowest_kj_mol=0.00 total_charge=+2
C 1.5026 0.9935 -0.3057 1.32 -0.21 0.02 0.194
Li -1.1476 -3.3129 -0.7267 -0.36 -0.71 -0.35 0.006
H -1.7721 0.1378 1.2090 -0.82 -0.04 -0.07 -0.012
H 2.3414 1.3284 0.3247 -0.44 0.20 -0.21 0.038
Li 0.1474 0.2933 2.0728 0.51 -0.16 0.69 0.025
C -0.1698 -0.7335 -0.1083 -0.05 -5.14 -1.74 0.028
Rh -0.3341 1.9642 -0.1214 -0.04 1.69 -1.06 2.561
C -1.4876 0.0309 0.1578 1.49 0.17 -1.76 0.561
H 1.9197 0.7342 -1.2926 -0.59 0.32 0.13 0.019
O 1.0735 -0.2745 0.3190 -1.65 0.30 0.37 0.083
O -1.9639 0.7423 -0.9092 0.98 -0.96 2.18 0.489
O -0.1094 -1.9036 -0.6194 -0.35 4.54 1.80 0.009

***

11
Properties=species:S:1:pos:R:3:forces:R:3:lowdin_charge:R:1 method="wB97M-V/def2-TZVPD" homo_ev=-8.687 homo_lumo_gap_ev=9.52 de_lowest_kj_mol=277.60
C -2.0502 -0.1191 0.0430 -0.06 -0.06 0.02 -0.102
C 1.3534 0.5242 -0.3368 0.67 0.36 -0.29 -0.631
H 1.8487 -1.3604 0.2565 0.01 0.06 0.10 0.112
H -2.5797 0.8428 0.0829 -0.07 -0.16 -0.02 0.089
N 2.0745 -0.3855 0.3536 0.22 0.06 -0.33 0.193
H -2.3540 -0.6551 0.9493 -0.15 0.03 -0.17 0.079
O 0.1237 -0.0523 -0.7732 -0.21 0.38 0.63 0.021
H -2.3016 -0.6684 -0.8701 0.07 0.02 0.03 0.076
H 3.0227 -0.1244 0.5623 0.00 -0.07 0.04 0.120
C -0.6420 0.2530 0.2624 -0.49 -0.10 0.01 -0.082
O 1.6224 1.6620 -0.5812 0.01 -0.52 -0.01 0.125

***

17
Properties=species:S:1:pos:R:3:forces:R:3:lowdin_charge:R:1 method="wB97M-V/def2-TZVPD" homo_ev=-15.133 smiles="[NH3+][C@H](C=O)CCO" homo_lumo_gap_ev=11.38 de_lowest_kj_mol=149.40 total_charge=+1
C 0.2726 0.8292 -0.2915 0.20 -1.39 1.41 -0.201
C 0.1193 -1.6706 -0.6521 0.22 -0.62 0.67 -0.207
H 1.1761 -1.6411 -0.9310 -0.16 0.16 -0.24 0.136
H -0.9154 2.5717 -1.1715 0.23 -0.32 -0.27 0.154
H 0.5067 -0.4458 1.4118 -0.27 -0.33 -0.14 0.127
O -0.4846 2.7925 0.7530 -0.07 -0.12 0.01 0.097
C -0.5842 -0.3272 -0.7865 0.18 -0.45 -0.48 -0.125
H -0.7316 -2.2391 1.0619 0.07 -0.33 -0.23 0.111
H 0.0734 1.1727 1.7767 0.26 0.08 0.05 0.156
H -1.5403 -0.3979 -0.2710 -0.20 0.25 0.06 0.138
H 1.2507 0.7242 -0.7418 0.01 0.76 -0.85 0.162
O 0.1658 -2.1585 0.7070 -0.16 0.75 0.21 -0.078
H 1.6364 0.7123 1.3464 -0.16 0.43 0.14 0.180
H -0.3706 -2.4166 -1.2655 -0.11 -0.07 -0.23 0.129
C -0.4195 2.1729 -0.2764 -0.03 0.78 0.13 -0.154
N 0.6413 0.5506 1.1855 0.05 0.01 -0.33 0.231
H -0.7959 -0.2292 -1.8550 -0.05 0.42 0.10 0.144

***

81
Properties=species:S:1:pos:R:3:forces:R:3:lowdin_charge:R:1 method="wB97M-V/def2-TZVPD" homo_ev=-9.584 smiles="CC[C@@H](F)C1=C(C[C@@H](O)C(F)(F)F)C(=O)C(CCN)=C(N)C1=O.O=C1OCCO1.O=C1OCCO1.O=C1OCCO1.O=C1OCCO1" homo_lumo_gap_ev=7.93 de_lowest_kj_mol=37.67
H 1.6637 -3.3370 -5.0929 0.02 -0.10 0.15 0.109
H -6.1110 -0.6550 -1.4967 -0.29 -0.10 -0.04 0.113
N -5.0134 -3.0826 -2.0074 0.48 0.38 -0.51 0.134
H 1.0089 -4.4398 -2.2234 0.24 -0.01 -0.04 0.108
H -0.6359 1.0553 -0.9118 -0.16 0.15 -0.06 0.117
H 0.0356 3.7076 0.7444 0.00 0.00 -0.18 0.138
H 3.1824 -4.3672 -7.1915 0.14 -0.09 0.02 0.131
O 1.5271 3.2342 -0.6309 -0.01 -0.06 0.03 0.045
H 2.6259 1.5795 3.8476 0.03 -0.02 0.17 0.120
H -0.9809 7.3826 3.6645 0.11 -0.06 -0.09 0.133
C 3.6792 1.3861 3.6599 -0.14 0.13 -0.07 -0.120
C -0.4227 -0.2117 1.4130 -0.22 -0.16 0.59 -0.502
C -2.8465 -0.1254 -1.3650 0.06 0.08 -0.03 -0.270
O 4.2048 -6.3781 -3.6111 0.09 -0.12 0.14 0.172
H -0.0818 -3.9001 0.0166 -0.05 0.20 0.15 0.072
C -3.9312 -2.1974 -1.9269 -0.42 0.14 0.49 -0.188
C 2.6554 -3.7725 -5.1549 -0.02 0.17 -0.16 -0.116
H 4.0221 0.4638 1.7124 0.16 -0.08 0.00 0.124
H -0.3853 -5.5060 -0.5763 0.04 -0.16 0.09 0.082
H 4.1483 2.2964 3.2798 0.03 -0.02 0.01 0.133
C -0.0258 -4.1258 -2.1548 -0.12 -0.01 0.13 -0.174
C -0.1081 -2.6585 -2.5226 -0.14 -0.05 -0.34 -0.255
C -0.8486 6.5007 4.2850 -0.15 0.09 -0.06 -0.107
F -1.2877 -1.2363 1.6902 0.51 0.85 -0.18 0.127
C -1.5014 -0.7769 -1.5774 0.10 -0.40 -0.08 -0.033
O 3.7368 -5.7184 -5.7131 -0.04 0.06 -0.02 0.060
O 5.1545 -0.3255 3.2689 -0.05 0.05 0.00 0.063
O -2.8739 1.0838 -1.2376 -0.15 -0.22 -0.01 0.113
C 0.3546 -0.5313 0.1188 0.44 0.23 0.33 -0.248
F 0.4086 -0.0748 2.4807 -0.75 -0.15 -0.75 0.133
N -6.5156 0.9111 0.9389 0.43 -0.31 -0.23 -0.014
O 1.6712 -0.0376 0.2617 -0.07 0.10 0.16 0.009
C -4.0379 -0.9885 -1.3311 0.02 -0.32 -0.12 -0.077
H -5.6235 -1.3125 0.0374 0.05 -0.24 0.15 0.120
H -7.3209 0.3639 0.6571 -0.19 0.12 -0.11 0.056
H -1.6515 -4.3327 -0.7107 -0.22 0.25 0.09 0.073
H 0.4182 -1.6137 0.0883 -0.11 -0.27 -0.05 0.139
H -6.1531 0.4154 1.7454 -0.05 0.07 0.19 0.059
C 3.9209 0.1945 2.7599 -0.09 -0.01 -0.11 -0.120
C 1.0606 3.3471 0.7208 -0.21 -0.08 0.21 -0.111
C 2.8464 3.5598 -0.6505 -0.01 -0.03 0.24 -0.578
H -5.7793 1.5226 -0.8928 0.35 0.31 -0.17 0.109
H 1.8642 -5.3157 -6.4722 0.00 0.00 0.03 0.133
O 1.5708 4.1214 4.5332 0.08 -0.17 -0.09 0.156
C -0.5770 -4.4558 -0.7739 0.31 -0.34 -0.15 -0.062
H -4.5554 1.1606 0.3450 0.27 0.21 -0.07 0.095
H 0.7362 -2.1136 -2.1216 0.15 0.17 0.29 0.142
C 5.2861 0.0752 4.5568 -0.12 0.05 -0.09 -0.573
O 6.1107 -0.3242 5.3077 0.15 -0.07 0.13 0.167
C -2.6634 -2.6578 -2.5620 0.12 -0.10 -0.11 -0.270
O 3.5636 3.3843 -1.5778 0.10 -0.04 -0.19 0.167
C 3.6814 -5.6277 -4.3627 -0.08 0.07 -0.10 -0.572
O 0.5490 5.6097 5.8686 -0.02 0.03 -0.02 0.075
H -5.7668 -2.6410 -2.5215 -0.37 -0.09 0.32 0.104
C -5.4723 0.8355 -0.1153 -0.98 -0.46 0.57 -0.259
H -0.9384 6.9469 6.4236 0.05 -0.14 0.06 0.134
H 2.2390 4.1141 2.3796 0.19 -0.04 -0.03 0.098
H 3.1471 -0.5677 2.8589 0.00 0.00 0.01 0.125
F -1.1591 0.9264 1.3249 0.42 -0.65 0.24 0.131
H 0.4036 0.0973 -1.9182 0.20 -0.14 -0.08 0.144
F 0.0389 -2.5444 -3.9212 -0.02 0.05 -0.04 -0.014
H -0.5781 -4.6800 -2.9035 -0.13 -0.08 -0.17 0.114
H -1.8017 5.9781 4.3783 0.02 -0.02 0.02 0.135
C -0.2147 6.7969 5.6277 -0.05 0.13 0.04 -0.107
H 1.1040 2.3597 1.1851 0.04 0.05 0.02 0.110
C 0.8157 5.0252 4.6851 -0.10 0.13 0.10 -0.561
C -5.3548 -0.5768 -0.7158 0.36 0.57 -0.40 -0.125
H 1.8825 0.5160 -0.4922 0.05 0.20 -0.19 0.093
C 2.0491 4.3118 1.3311 -0.02 0.11 0.05 -0.106
H 1.7438 5.3528 1.2118 0.02 -0.01 -0.06 0.134
H 3.3975 -2.9745 -5.2250 0.04 -0.04 0.00 0.136
O 4.3405 0.9955 4.8674 -0.01 -0.01 -0.06 0.065
O 0.1057 5.6115 3.6877 0.03 -0.02 0.09 0.047
H 0.4651 7.6494 5.5920 0.01 -0.02 -0.03 0.135
C -1.4012 -1.9788 -2.1724 -0.25 0.53 0.23 -0.033
C -0.3284 0.0379 -1.1158 0.05 -0.14 -0.21 -0.055
C 2.7979 -4.7889 -6.2668 -0.05 -0.01 -0.08 -0.112
O 2.9339 -4.5584 -3.9900 -0.02 0.03 -0.04 0.043
H -4.7329 -3.9050 -2.5281 0.03 -0.09 -0.06 0.089
O -2.6966 -3.5729 -3.3588 0.02 -0.01 0.17 0.132
O 3.2254 4.0775 0.5386 -0.10 0.00 -0.05 0.067

***

11
Properties=species:S:1:pos:R:3:forces:R:3:lowdin_charge:R:1 method="wB97M-V/def2-TZVPD" homo_ev=-9.240 smiles="C=NN1CC1" homo_lumo_gap_ev=10.38 de_lowest_kj_mol=314.45
H -1.3215 1.3746 -0.5287 -0.26 0.99 -0.68 0.076
C -0.8275 0.6920 0.1046 -1.11 0.22 0.59 -0.184
C -1.4333 -0.6564 0.0329 0.77 -0.02 -0.09 -0.138
H 1.9014 0.9275 -0.6240 -0.45 0.38 -0.36 0.059
N 0.9921 -0.8354 0.1100 2.45 2.30 -1.26 -0.020
H -2.2992 -0.8370 -0.5930 0.24 0.01 -0.16 0.094
N -0.1375 -0.3550 -0.6587 -0.30 0.06 1.64 -0.126
C 1.9844 0.0163 -0.0623 -0.52 -2.64 0.68 -0.045
H -1.3540 -1.2937 0.8926 0.12 -0.16 0.26 0.089
H 3.0387 -0.2006 0.2549 -1.40 -0.18 0.23 0.073
H -0.5437 1.1676 1.0715 0.46 -0.96 -0.87 0.122